(1)
The following is a DFT calculation (ωB97M-V/def2-TZVPD) of a molecular structure, C32H22F6N2O11PS2Ti in a non-equilibrium geometry.

Positions of all 77 atoms, in Å:
Ti1 0.0023 -0.0338 0.1444
O1 3.0537 -2.3588 -0.4297
C1 2.5006 -1.3711 -0.0191
O2 1.4576 -0.8380 -0.6707
C2 2.9358 -0.6788 1.2376
C3 4.0942 -1.1442 1.8258
C4 4.5473 -0.5678 2.9961
C5 3.8700 0.4646 3.6077
C6 2.7072 0.9244 3.0316
C7 2.2344 0.3979 1.8164
O3 1.1075 0.8426 1.2684
N1 2.0361 2.0416 3.7084
O4 0.8988 2.3202 3.3906
O5 2.6330 2.5643 4.6316
N2 5.7671 -1.0814 3.6241
O6 6.3650 -1.9711 3.0504
O7 6.1784 -0.5069 4.6144
H1 4.6286 -1.9613 1.3651
H2 4.2379 0.9147 4.5155
O8 0.1834 -1.9105 1.5897
C8 -1.0399 -1.8135 1.4258
O9 -1.5637 -0.6471 1.2340
C9 -1.8924 -2.9982 1.1212
C10 -2.2916 -3.9329 2.0638
C11 -3.0477 -5.0208 1.6574
C12 -3.3747 -5.1836 0.3164
C13 -2.9479 -4.2587 -0.6234
C14 -2.2105 -3.1467 -0.2293
P1 -1.5443 -1.9184 -1.4266
C15 -3.0337 -1.2079 -2.1811
C16 -2.9067 -0.5147 -3.3843
C17 -4.0080 0.0992 -3.9571
C18 -5.2406 0.0515 -3.3211
C19 -5.3665 -0.6097 -2.1087
C20 -4.2688 -1.2395 -1.5394
C21 -0.8154 -3.0002 -2.6939
C22 0.4941 -3.4215 -2.4610
C23 1.1155 -4.2829 -3.3518
C24 0.4404 -4.7211 -4.4823
C25 -0.8602 -4.2995 -4.7208
C26 -1.4892 -3.4421 -3.8297
H3 -2.0115 -3.8090 3.1016
H4 -3.3736 -5.7514 2.3862
H5 -3.9539 -6.0420 0.0016
H6 -3.1795 -4.4031 -1.6721
H7 -1.9405 -0.4433 -3.8705
H8 -3.8958 0.6361 -4.8900
H9 -6.0981 0.5420 -3.7634
H10 -6.3212 -0.6347 -1.5991
H11 -4.3764 -1.7509 -0.5915
H12 1.0465 -3.0635 -1.6013
H13 2.1354 -4.5919 -3.1645
H14 0.9312 -5.3841 -5.1835
H15 -1.3883 -4.6354 -5.6043
H16 -2.5046 -3.1192 -4.0227
C27 2.5267 5.6556 0.1542
O10 2.8564 4.2869 0.3395
C28 3.9528 3.7603 -0.2933
S1 4.8172 4.6806 -1.3902
S2 4.2560 2.1647 0.1666
H17 1.8154 5.8942 0.9459
H18 2.0677 5.8165 -0.8246
H19 3.4100 6.2874 0.2237
C29 -0.0697 3.4516 -0.0307
C30 -0.6691 2.6025 -1.1439
O11 -0.9068 1.2848 -0.7321
C31 -2.0420 3.1784 -1.5485
F1 -2.6477 2.4716 -2.5098
F2 -2.8615 3.1812 -0.4849
F3 -1.9436 4.4445 -1.9825
C32 0.2922 2.5456 -2.3523
F4 0.5767 3.7660 -2.8159
F5 -0.2267 1.8314 -3.3710
F6 1.4233 1.9507 -1.9878
H20 -0.6419 3.2853 0.8803
H21 -0.1054 4.5070 -0.2951
H22 0.9691 3.1729 0.1390

Values from the calculation:
E ... -129425.929 eV
HOMO level ... -3.9 eV
2S+1 ... 1
Total charge ... -1
Relative energy (zero: lowest compared OMol25 entry of this formula, charge and spin) ... 15.6 kJ/mol

(2)
The following is a DFT calculation (ωB97M-V/def2-TZVPD) of a molecular structure, C32H23Br2ClCuN2OSb.

Positions of all 63 atoms, in Å:
Cu1 -0.2143 -1.8702 0.5848
Br1 -0.3916 -4.5176 -3.7458
C1 1.0591 -3.6695 -2.8822
C2 2.3204 -3.6886 -3.4987
C3 3.3865 -3.0554 -2.9295
Br2 5.0662 -3.1125 -3.8108
C4 3.2389 -2.3591 -1.7075
C5 4.2755 -1.6612 -1.0453
C6 4.0243 -1.0068 0.1245
C7 2.7225 -1.0251 0.6545
N1 1.7331 -1.6628 0.0704
C8 1.9625 -2.3428 -1.0983
C9 0.8102 -3.0240 -1.6706
O1 -0.3391 -2.9698 -1.0950
H1 2.4418 -4.2104 -4.4403
H2 5.2647 -1.6482 -1.4855
H3 4.8049 -0.4619 0.6408
H4 2.4886 -0.4893 1.5698
C10 -4.6791 4.3677 -0.4690
C11 -3.9676 3.9679 -1.5919
C12 -3.0537 2.9207 -1.5084
C13 -2.8413 2.2647 -0.2965
C14 -3.5784 2.6614 0.8219
C15 -4.4859 3.7109 0.7396
Sb1 -1.4602 0.6252 -0.1204
C16 -0.0735 1.5948 1.2162
C17 -0.4956 1.8395 2.5284
C18 0.3671 2.3850 3.4731
C19 1.6784 2.6838 3.1229
C20 2.1198 2.4237 1.8325
C21 1.2540 1.8773 0.8880
C22 -0.4185 0.9058 -1.9614
C23 -0.3074 -0.1938 -2.8176
C24 0.3967 -0.0873 -4.0156
C25 0.9864 1.1179 -4.3685
C26 0.8622 2.2250 -3.5344
C27 0.1611 2.1213 -2.3407
H5 -5.3874 5.1849 -0.5360
H6 -4.1215 4.4714 -2.5390
H7 -2.5071 2.6220 -2.3942
H8 -3.4531 2.1525 1.7722
H9 -5.0456 4.0116 1.6175
H10 -1.5127 1.6019 2.8288
H11 0.0164 2.5743 4.4812
H12 2.3535 3.1092 3.8556
H13 3.1452 2.6430 1.5560
H14 1.6297 1.6576 -0.1029
H15 -0.7486 -1.1459 -2.5450
H16 0.4865 -0.9528 -4.6627
H17 1.5420 1.1990 -5.2952
H18 1.3102 3.1706 -3.8165
H19 0.0599 2.9946 -1.7070
Cl1 -0.4534 -1.3523 6.1163
C28 -0.9456 -2.2116 4.6970
C29 -1.6471 -3.3963 4.7935
C30 -2.0235 -4.0302 3.6238
C31 -1.6801 -3.4656 2.4076
N2 -0.9860 -2.3193 2.3207
C32 -0.6289 -1.7002 3.4534
H20 -1.8958 -3.8051 5.7659
H21 -2.5796 -4.9586 3.6502
H22 -1.9538 -3.9278 1.4670
H23 -0.0926 -0.7634 3.3583

Values from the calculation:
E ... -242370.223 eV
HOMO level ... -7.1 eV
2S+1 ... 1

(3)
The following is a DFT calculation (ωB97M-V/def2-TZVPD) of a molecular structure, C32H23F5N3OOsPS in a non-equilibrium geometry.

Positions of all 67 atoms, in Å:
Os1 -0.8136 -0.0206 -0.1496
C1 -5.4884 -3.5654 1.9605
C2 -5.7643 -2.2420 2.2696
C3 -5.0423 -1.2197 1.6691
C4 -4.0597 -1.5409 0.7347
C5 -3.7793 -2.8765 0.4228
C6 -4.4935 -3.8856 1.0413
P1 -3.1336 -0.2742 -0.1092
C7 -3.5928 1.3125 0.6230
C8 -4.3443 2.2728 -0.0447
C9 -4.5423 3.5186 0.5363
C10 -3.9910 3.8049 1.7767
C11 -3.2545 2.8385 2.4574
C12 -3.0480 1.5964 1.8783
C13 -3.4170 -0.4113 -1.8714
C14 -4.6559 -0.4643 -2.4679
C15 -4.7567 -0.7249 -3.8463
C16 -3.6266 -0.9473 -4.5889
C17 -2.3451 -0.9000 -3.9933
C18 -1.1545 -1.1152 -4.7352
C19 0.0895 -1.0576 -4.1424
C20 0.2042 -0.8087 -2.7754
C21 -0.9416 -0.5944 -1.9935
C22 -2.2430 -0.6254 -2.6172
H1 -6.0505 -4.3569 2.4383
H2 -6.5423 -2.0028 2.9819
H3 -5.2528 -0.1889 1.9202
H4 -3.0104 -3.1184 -0.3010
H5 -4.2763 -4.9204 0.8123
H6 -4.7653 2.0576 -1.0193
H7 -5.1323 4.2641 0.0196
H8 -4.1381 4.7817 2.2194
H9 -2.8493 3.0504 3.4384
H10 -2.4917 0.8358 2.4161
H11 -5.5564 -0.3180 -1.8825
H12 -5.7310 -0.7660 -4.3130
H13 -3.7052 -1.1755 -5.6448
H14 -1.2382 -1.3319 -5.7936
H15 0.9813 -1.2035 -4.7363
H16 1.1869 -0.7770 -2.3228
C23 1.0016 5.3885 1.2493
N1 0.4973 4.1401 0.6902
C24 -0.4254 4.0985 -0.4463
C25 -0.6715 2.6198 -0.5283
O1 -1.3791 1.9630 -1.2927
N2 0.0124 1.9765 0.4246
C26 0.6986 2.9067 1.1426
N3 1.4600 2.5707 2.1665
H17 1.2498 6.0655 0.4353
H18 1.9065 5.2148 1.8267
H19 0.2539 5.8568 1.8884
H20 0.0239 4.4903 -1.3601
H21 -1.3540 4.6385 -0.2491
H22 1.5930 1.5912 2.3731
H23 2.0346 3.2414 2.6481
F1 0.1494 -6.3778 3.0346
C27 0.3234 -5.1643 2.5514
C28 1.0581 -4.2308 3.2620
F2 1.5941 -4.5550 4.4260
C29 1.2192 -2.9565 2.7503
F3 1.9075 -2.0645 3.4606
C30 0.6656 -2.5854 1.5324
S1 0.9644 -0.9548 0.9213
C31 -0.0708 -3.5388 0.8463
F4 -0.6801 -3.2136 -0.3030
C32 -0.2463 -4.8150 1.3367
F5 -0.9671 -5.6976 0.6566

Values from the calculation:
E ... -76238.937 eV
HOMO level (spin up / spin down) ... -13.7 / -13.6 eV
2S+1 ... 1
Total charge ... +2
Relative energy (zero: lowest compared OMol25 entry of this formula, charge and spin) ... 0.0 kJ/mol